1.
DFT (ωB97M-V/def2-TZVPD) results for a cluster of 9 separate species, C19H30N8O in total in a non-equilibrium geometry.

Each line ends with the Mulliken charge.
Cartesian coordinates (Å):
1 C -0.82002 -2.76682 2.01427  -0.3185
2 C -1.77270 -3.85660 2.10241  0.1540
3 N -2.52163 -4.69772 2.19330  -0.2985
4 H -0.71205 -2.09471 2.86557  0.1834
5 H -0.89096 -2.18961 1.09237  -0.0055
6 H 0.16549 -3.22142 2.11529  0.2545
7 C 2.07972 1.31180 4.43328  -0.1517
8 C 2.81690 0.02567 4.32744  0.2799
9 N 3.34452 -0.98256 4.22009  -0.4226
10 H 1.47690 1.37406 3.52729  -0.3600
11 H 2.70667 2.18379 4.24706  0.3089
12 H 1.47426 1.40545 5.33480  0.3393
13 C 2.73748 -1.24520 -4.00375  -0.8068
14 C 1.45821 -1.64761 -3.40705  0.4145
15 N 0.46019 -2.01192 -2.92307  -0.4168
16 H 3.30426 -0.63862 -3.29741  0.1826
17 H 2.53977 -0.66087 -4.90240  0.3542
18 H 3.22695 -2.19408 -4.22318  0.2964
19 C -0.73340 0.32589 -0.59044  -0.7127
20 C 0.40395 0.45370 0.35539  0.1179
21 N 1.33029 0.37801 1.04425  -0.1122
22 H -1.63130 0.75320 -0.14404  0.2562
23 H -0.78734 -0.68435 -0.99617  0.1957
24 H -0.55162 0.91075 -1.49210  0.3007
25 C -3.77825 2.05386 -3.21664  -0.4852
26 C -5.11026 1.49374 -2.96929  0.3399
27 N -6.14890 1.04381 -2.86069  -0.3376
28 H -3.78067 3.14384 -3.22363  0.3409
29 H -3.45055 1.86479 -4.23888  0.2647
30 H -2.92123 1.70228 -2.64218  -0.0993
31 C 2.92469 2.30856 -1.34539  -0.3795
32 C 4.34196 2.59012 -1.60686  0.1422
33 N 5.42829 2.79392 -1.84584  -0.3391
34 H 2.20948 2.95718 -1.85122  0.3854
35 H 2.72298 2.42362 -0.28041  0.1875
36 H 2.80814 1.23184 -1.46862  -0.0287
37 C -1.95123 -3.72351 -4.39282  -0.7557
38 C -2.38502 -2.44836 -3.67673  0.1935
39 N -2.67355 -1.55136 -3.14661  -0.2043
40 H -0.88277 -3.64969 -4.59539  0.2043
41 H -2.40220 -3.87784 -5.37308  0.3074
42 H -1.97881 -4.62545 -3.78140  0.2711
43 C 4.08902 -1.29013 0.98449  -0.6307
44 C 4.15213 -1.76535 -0.40215  0.3498
45 N 4.14605 -2.17454 -1.51655  -0.4460
46 H 3.56082 -1.78590 1.79893  0.2798
47 H 3.79753 -0.25710 0.79480  0.0634
48 H 5.05753 -1.23690 1.48175  0.3591
49 C -1.58749 1.68118 3.99940  -0.6222
50 C -2.56269 2.23221 2.96273  0.8380
51 O -2.20675 2.29602 1.78303  -0.1138
52 C -3.87306 2.83236 3.45901  -1.1272
53 H -0.60286 2.13891 3.90413  0.2641
54 H -1.42828 0.63082 3.75548  0.2405
55 H -2.03675 1.71176 4.99203  0.3569
56 H -4.44017 2.17210 4.11517  0.3955
57 H -4.48594 3.05879 2.58654  0.3861
58 H -3.65552 3.79420 3.92340  0.3667

Values from the calculation:
spin multiplicity: 2
LUMO energy (spin up / spin down): -6.205 / -9.901 eV
highest occupied orbital energy (spin up / spin down): -13.391 / -13.391 eV
total charge: +1

---

2.
DFT (ωB97M-V/def2-TZVPD) results for the ion C19H31BN3O6 with charge -1 in a non-equilibrium geometry.

Each line ends with the Mulliken charge.
Cartesian coordinates (Å):
1 C 5.28157 0.75384 1.84140  -0.7487
2 N 4.28788 -0.36203 1.62013  -0.4796
3 C 2.88032 0.13842 1.87482  -0.4520
4 C 1.96997 -0.41643 0.67505  -0.3274
5 O 2.34303 0.44741 -0.45031  -0.6544
6 B 1.17268 1.28814 -0.72893  0.5481
7 O 1.38090 2.52919 0.03842  -0.8873
8 C 0.82400 1.64749 -2.31925  0.3130
9 C 1.57740 0.81320 -3.38941  -0.5633
10 C 1.24594 1.12487 -4.89482  -0.4149
11 C 0.20640 2.27754 -5.15714  -0.4344
12 C -0.39976 2.96428 -3.91268  -0.2454
13 N -0.14339 2.67955 -2.53679  -0.2967
14 O 0.04676 0.40316 -0.34267  0.1508
15 C 0.33002 -0.37006 0.85852  0.2190
16 O 0.02269 0.55844 1.90606  -0.3011
17 C -1.21120 0.28853 2.60026  -0.8099
18 C -2.53853 0.85644 1.83758  0.2966
19 C -2.28638 2.28624 1.13861  -1.1226
20 C -3.25784 -0.23119 0.89640  0.9437
21 C -4.81651 -0.33848 1.38501  -1.3938
22 C -3.31800 0.14594 -0.65909  -1.2395
23 N -0.28190 -1.71622 0.79801  0.8701
24 C -0.49219 -2.21154 -0.57843  0.2515
25 C 0.60284 -2.34122 -1.72607  -1.0431
26 O -1.66157 -2.61560 -0.86184  -0.5828
27 C 0.34193 -2.69147 1.68048  0.6438
28 C 0.33044 -4.26663 1.28456  -1.1101
29 O 0.87843 -2.42393 2.79832  -0.5754
30 H 5.38818 0.90167 2.96748  0.2691
31 H 6.28673 0.43431 1.36436  0.3141
32 H 4.95915 1.74275 1.35575  0.2280
33 H 4.41187 -0.60806 0.62866  0.3541
34 H 2.84579 1.28057 1.84700  0.1551
35 H 2.49649 -0.23769 2.89101  0.2102
36 H 2.44228 -1.43709 0.45578  0.2382
37 H 0.63382 3.15352 -0.06617  0.2720
38 H 2.33266 0.00621 -3.12994  0.3478
39 H 1.74450 0.55201 -5.76286  0.2774
40 H -0.08001 2.56808 -6.21826  0.2956
41 H -1.14929 3.81575 -4.12450  0.2459
42 H -1.16659 0.91666 3.57399  0.4105
43 H -1.34272 -0.79340 2.96007  0.1740
44 H -3.28222 1.06988 2.70187  0.5551
45 H -2.27011 3.05585 2.00688  0.3693
46 H -3.17450 2.61842 0.47852  0.2895
47 H -1.27887 2.38330 0.61900  0.0007
48 H -2.82163 -1.27590 1.10771  0.0140
49 H -4.92944 -0.30182 2.51861  0.3863
50 H -5.33281 0.59175 0.92922  0.3275
51 H -5.32475 -1.23989 0.88892  0.3081
52 H -4.20816 0.83971 -0.91446  0.4463
53 H -2.38367 0.64992 -1.07288  0.0254
54 H -3.52068 -0.83124 -1.23948  0.2632
55 H 1.67451 -2.13428 -1.40350  0.1074
56 H 0.26762 -1.63578 -2.57869  0.2193
57 H 0.57612 -3.39883 -2.17196  0.4790
58 H -0.76805 -4.52786 1.05789  0.2812
59 H 0.61833 -4.86350 2.22584  0.3407
60 H 1.03952 -4.51290 0.42790  0.2407

Values from the calculation:
LUMO energy: 2.840 eV
highest occupied orbital energy: -5.560 eV
total charge: -1

---

3.
DFT (ωB97M-V/def2-TZVPD) results for a structure of composition C19H31Br6Cl2CuO9 in a non-equilibrium geometry.

Each line ends with the Mulliken charge.
Cartesian coordinates (Å):
1 Cu 1.95839 1.63654 0.65671  0.1512
2 O 5.12246 -0.71996 2.87717  -0.4428
3 C 4.85794 -1.45475 1.77164  -0.2978
4 C 3.78102 -0.79659 0.86875  0.9574
5 O 3.80119 0.55654 0.74535  -0.8272
6 H 4.42404 -2.39235 2.13191  0.1596
7 H 5.78323 -1.66329 1.21985  0.2876
8 H 2.82279 -1.01241 1.37021  -0.5589
9 H 3.75568 -1.25848 -0.12567  0.0630
10 C 0.41902 -2.10777 -0.24605  -0.5797
11 C -0.33977 -0.81472 -0.08291  1.5656
12 O 0.48768 0.25268 -0.20266  -0.1793
13 H 1.27710 -2.33545 0.39615  -0.0990
14 H 0.86864 -2.23267 -1.23762  -0.0609
15 H -0.26667 -2.97891 -0.18520  0.4316
16 H -0.82750 -0.79504 0.92601  -0.5649
17 H -1.24986 -0.86006 -0.74682  -0.8777
18 O 0.24731 3.08127 0.65454  -0.4791
19 C -0.90941 3.30426 0.67727  0.4031
20 O -1.65845 3.18457 1.79380  -0.3427
21 C -2.99441 3.67564 1.58307  -0.3554
22 C -3.18786 3.76988 0.03891  -0.4893
23 C -1.75416 3.85158 -0.45493  0.3761
24 H -3.15096 4.61727 2.11319  0.2475
25 H -3.63751 2.90930 2.01648  0.2266
26 H -3.79358 4.63447 -0.20631  0.3403
27 H -3.69213 2.83191 -0.18255  0.1079
28 H -1.40501 4.88449 -0.54781  0.3085
29 H -1.53143 3.31287 -1.37105  -0.3310
30 O 2.28565 2.29724 -1.67360  -0.4586
31 C 1.52541 2.73497 -2.45101  1.0411
32 O 1.61238 4.02787 -2.86960  -0.4520
33 C 0.69903 4.33479 -3.92213  -0.4627
34 C 0.10500 2.98714 -4.33763  -0.7414
35 C 0.39286 2.04970 -3.16253  0.2403
36 H 1.23079 4.78138 -4.75946  0.3201
37 H -0.06301 5.02326 -3.56199  0.2817
38 H 0.41651 2.54394 -5.28353  0.3437
39 H -0.98128 3.07791 -4.46708  0.2721
40 H 0.65303 1.04114 -3.47753  -0.3596
41 H -0.50428 1.87773 -2.56650  0.0183
42 O -0.83855 -4.93095 5.77975  -0.5818
43 C -0.40990 -4.49095 4.78725  0.5142
44 O -0.04328 -3.21893 4.67908  -0.3653
45 C 0.67702 -3.00978 3.44321  0.0756
46 C 1.10482 -4.37570 2.94902  -0.3848
47 C 0.02404 -5.26865 3.57016  -0.5338
48 H 1.45704 -2.26122 3.55923  0.3007
49 H -0.05381 -2.55671 2.75910  -0.1938
50 H 2.07986 -4.65125 3.34410  0.2968
51 H 1.05935 -4.40733 1.86560  0.2685
52 H 0.36783 -6.26492 3.82693  0.3250
53 H -0.74787 -5.40199 2.80852  0.2542
54 C -2.87272 -0.13894 3.11392  -0.1340
55 Cl -3.00800 -1.86494 3.44402  -0.1578
56 Cl -3.77585 0.81284 4.32193  -0.2129
57 H -1.84644 0.19264 3.21198  0.2646
58 H -3.22175 0.08653 2.11591  0.2183
59 C -3.28855 -1.45878 -2.84524  0.6994
60 Br -4.62580 -0.27693 -2.10537  -0.0384
61 Br -2.68342 -0.86262 -4.61454  -0.0553
62 Br -4.03084 -3.24869 -2.92258  -0.0376
63 H -2.42195 -1.46345 -2.19367  -0.6042
64 C 2.09710 -0.51172 -3.61178  0.9786
65 Br 1.98157 0.85432 -4.97254  -0.0650
66 Br 3.86909 -1.28492 -3.55652  -0.0580
67 Br 0.64272 -1.78400 -3.84481  -0.0639
68 H 1.92842 -0.07084 -2.63152  -0.8924

Values from the calculation:
spin multiplicity: 2
LUMO energy (spin up / spin down): 1.474 / 1.474 eV
highest occupied orbital energy (spin up / spin down): -3.910 / -3.838 eV
total charge: -1

---

4.
DFT (ωB97M-V/def2-TZVPD) results for a structure of composition C19H31CdNOP2 in a non-equilibrium geometry.

Each line ends with the Mulliken charge.
Cartesian coordinates (Å):
1 Cd -0.12036 1.64584 0.32110  1.3264
2 H -1.12903 4.43104 0.89477  0.0027
3 H -0.74901 4.30095 1.52967  -0.0158
4 P -1.16507 2.17014 -2.01471  0.4230
5 P 1.37067 1.44467 2.43285  0.3881
6 C 0.70990 0.35835 3.73767  -0.9526
7 H 1.45143 0.23777 4.54014  0.4142
8 H -0.20061 0.81170 4.15109  0.3187
9 H 0.45605 -0.62659 3.32381  0.0862
10 C 2.95583 0.65318 1.99410  -0.9348
11 H 3.48480 1.28788 1.27190  0.3577
12 H 3.57536 0.52484 2.89212  0.4118
13 H 2.77847 -0.32743 1.53296  0.0620
14 C 1.87927 2.95203 3.33529  -1.2121
15 H 0.99298 3.42716 3.77845  0.3582
16 H 2.59636 2.70774 4.13283  0.3807
17 H 2.34207 3.66198 2.63508  0.3619
18 C -0.24587 1.48057 -3.43356  -0.9591
19 H -0.68491 1.85458 -4.36780  0.4450
20 H 0.79979 1.80775 -3.36931  0.3280
21 H -0.26851 0.38390 -3.42582  0.1295
22 C -2.85483 1.52065 -2.23107  -1.0939
23 H -3.52842 2.01531 -1.51855  0.3493
24 H -3.21447 1.70018 -3.25505  0.3939
25 H -2.86657 0.44138 -2.03176  0.2104
26 C -1.30372 3.93448 -2.47603  -1.2602
27 H -0.31844 4.41209 -2.37896  0.3637
28 H -1.65503 4.03617 -3.51390  0.3904
29 H -2.00646 4.43868 -1.80007  0.3503
30 C -2.19423 1.11286 1.38148  0.0497
31 O -3.20352 0.84574 1.84719  -0.2109
32 H 1.30158 2.46199 -0.41891  -0.2478
33 C -0.60684 -3.02086 -3.72508  -0.4246
34 C -1.62374 -2.53116 -2.89579  -0.8689
35 C -1.31128 -1.77422 -1.77264  0.1823
36 C 0.04769 -1.54785 -1.42687  -0.7623
37 C 1.05059 -1.88926 -2.36768  -0.1349
38 C 0.72713 -2.68195 -3.46263  -0.5068
39 N 0.38238 -1.04962 -0.17850  0.2049
40 C 0.42380 -1.97422 0.85253  -0.7889
41 C -0.72617 -2.20651 1.64868  0.0010
42 C -0.77594 -3.30325 2.50268  -0.5798
43 C 0.35285 -4.11603 2.67668  -0.4968
44 C 1.54271 -3.80692 2.00167  -0.6932
45 C 1.59235 -2.73632 1.11519  0.0378
46 H -0.85549 -3.67211 -4.56488  0.3577
47 H -2.66948 -2.76133 -3.10600  0.3802
48 H -2.07694 -1.41566 -1.08097  0.6196
49 H 2.07646 -1.58773 -2.14936  0.4355
50 H 1.52615 -3.05405 -4.10764  0.3693
51 H -1.58055 -1.54565 1.49640  0.1827
52 H -1.71091 -3.52948 3.01868  0.3704
53 H 0.30119 -4.99011 3.33149  0.3569
54 H 2.43434 -4.42040 2.14771  0.3730
55 H 2.49417 -2.49288 0.54932  0.3702

Values from the calculation:
LUMO energy: -0.103 eV
highest occupied orbital energy: -6.634 eV
total charge: 0